{
  "formula": "BrClH2O2Si",
  "method": "the ωB97M-V functional and the def2-TZVPD basis",
  "symbols": ["O", "O", "Si", "Cl", "Br", "H", "H"],
  "positions_angstrom": [[0.60413, 0.20082, 1.20574], [0.85720, -0.02610, -1.33668], [0.04802, -0.56177, -0.10346], [-0.10074, -2.44326, 0.33024], [-2.66999, 1.10754, -0.23998], [0.25777, 0.86622, 1.69123], [1.00362, 0.85654, -1.54710]],
  "homo_energy_ha": -0.340,
  "total_energy_ev": -94572.8524,
  "relative_energy_kj_mol": 252.5
}